Below is 2 unconnected molecules or ions with the total composition C3H8N3, with properties calculated with ωB97M-V with the def2-TZVPD basis set.

orbital gap = 8.45 eV
E = -282.9546 Ha
LUMO level = -0.1583 Ha
E_HOMO = -12.755 eV
charge = +1
energy relative to the best compared isomer or geometry (same formula, charge and spin) = 131.3 kcal per mole

Each line ends with the Mulliken charge.
Positions of all 14 atoms, in Å:
C  1.62  0.92  -0.42  -0.25
C  0.51  -0.26  -0.29  0.22
C  -0.70  -0.51  -0.76  -0.43
N  2.41  0.10  0.28  0.03
N  1.50  -0.83  0.54  -0.19
N  -2.21  0.25  0.36  -0.69
H  1.57  1.96  -0.43  0.34
H  -1.09  0.27  -1.55  0.30
H  -1.27  -1.51  -0.64  0.25
H  3.33  -0.08  0.62  0.26
H  1.74  -1.78  0.79  0.26
H  -1.93  1.18  0.17  0.33
H  -2.33  0.25  1.36  0.27
H  -3.14  0.05  -0.02  0.30